(1)
Below is a molecular structure, C30H33BrN2O5P3Se2Tl, with properties calculated with the ωB97M-V functional and the def2-TZVPD basis.

Geometry (Å):
H 4.30 1.32 3.14
C -2.97 3.35 1.49
C -0.57 3.11 0.23
C -1.26 0.26 -5.31
C -2.36 4.48 0.96
C 4.93 1.19 1.08
H -1.97 2.72 -2.74
Tl -0.15 -0.06 -0.14
H -0.85 -3.51 -2.01
H 3.53 -2.66 -0.58
H -3.43 -0.44 -8.43
C 1.05 2.95 -4.24
H -1.58 -3.81 2.10
O -2.92 5.71 1.04
C -1.89 -2.85 1.67
P -0.27 0.55 -3.82
H -2.18 -2.99 0.63
C 1.20 4.32 -4.24
C 4.05 0.99 2.14
H -3.91 3.38 2.03
H 2.13 0.22 2.70
H -0.44 -1.72 4.20
C -2.33 2.13 1.34
C 0.20 5.13 -3.71
C 0.22 -3.61 -2.21
H 0.07 -4.23 0.46
C 4.53 0.77 -0.17
H 0.14 -0.16 3.58
C 0.76 2.89 -0.49
H 2.94 -0.11 -1.32
C -1.13 4.36 0.32
H 3.05 -4.02 -1.62
H -2.69 1.81 -4.87
Se -1.70 -0.07 -2.25
Br 5.64 1.00 -1.67
H -1.39 -1.78 -8.01
C -0.90 -0.75 -6.20
Se 1.60 -0.44 -3.91
H 0.42 -3.21 -3.20
H 1.84 2.32 -4.63
C -1.68 -1.00 -7.32
C -2.82 -0.25 -7.55
O -3.66 0.90 2.86
C -0.61 -0.94 3.46
O -2.56 -0.20 1.23
H 0.00 -1.32 -6.01
P -0.53 -1.66 1.80
O 1.46 3.85 -0.73
C 2.90 -2.96 -1.42
C -1.09 3.17 -3.18
H 0.32 6.20 -3.70
H -4.06 1.36 -6.86
H 1.83 -2.16 1.89
C -3.18 0.76 -6.67
C 3.29 0.17 -0.34
H 3.19 -2.38 -2.30
C 0.93 -2.77 1.82
H -1.60 -0.49 3.60
C 2.84 0.38 1.89
N 2.46 -0.03 0.68
C -0.10 2.36 -3.72
C -2.93 0.83 1.87
O 1.01 1.67 -0.82
H 2.10 4.77 -4.63
C 0.98 -3.63 0.55
H -0.61 5.22 -0.09
C -2.40 1.02 -5.55
H -1.73 5.17 -2.76
P 1.15 -2.62 -1.00
H -2.74 -2.44 2.19
H 0.88 -3.40 2.71
N -1.16 2.02 0.72
C -0.95 4.55 -3.19
H 5.88 1.67 1.23
H 0.50 -4.67 -2.17
H 1.80 -4.34 0.62
H -3.76 5.65 1.51

Molecular weight ... 1036.732 g mol⁻¹
F_max ... 0.0124 Eh/bohr
ΔE to the lowest compared entry with this formula, charge and spin ... 65.1 kJ/mol
Lowest unoccupied orbital energy ... -0.30 eV
Total charge ... 0


(2)
Below is a molecular structure, C3H3KO3 at a distorted geometry, with properties calculated with the ωB97M-V functional and the def2-TZVPD basis.

Geometry (Å):
C -0.66 -1.11 -0.67
H 0.03 2.19 0.49
K -3.34 -2.05 1.73
C 1.03 0.37 0.10
H 1.85 2.30 0.03
O -0.05 -1.12 -1.73
C 0.96 1.70 0.20
H 1.96 -0.16 -0.17
O -0.03 -0.45 0.39
O -1.75 -1.66 -0.37

Molecular weight ... 126.152 g mol⁻¹
F_max ... 0.0282 Eh/bohr
ΔE to the lowest compared entry with this formula, charge and spin ... 0.0 kJ/mol
Lowest unoccupied orbital energy ... -1.22 eV
Total charge ... 0


(3)
Below is 13 unconnected molecules or ions with the total composition C13H52O13 at a distorted geometry, with properties calculated with the ωB97M-V functional and the def2-TZVPD basis.

Geometry (Å):
H -1.54 3.59 2.79
H -2.70 -3.62 3.36
H 4.57 -1.47 -1.21
O 2.51 -1.56 -1.34
H -2.16 -2.93 1.96
H -1.81 -5.31 -1.82
H 4.03 -1.75 -2.82
H -1.66 2.95 1.14
H -0.97 -2.76 -0.94
H -1.68 -4.16 0.00
O 1.22 3.67 0.83
O -5.07 -1.00 0.31
H 0.19 1.36 0.35
H -1.80 -1.19 -2.51
H 5.55 0.25 0.22
C 2.86 -2.15 2.25
O 1.47 -0.69 -4.12
H -0.37 4.77 1.27
C -1.95 3.78 1.79
C -3.02 -2.84 2.65
H -0.09 -0.05 4.81
H 0.09 0.37 -1.16
H 3.57 -2.12 1.42
H -0.19 -1.77 3.65
H 2.02 -1.05 -3.41
C 1.86 0.69 -4.17
H -5.91 -0.83 -0.12
O -4.23 -3.13 2.02
H 3.34 0.20 -0.09
C 0.21 0.11 3.77
H -2.23 -1.53 -4.17
C 3.80 -1.98 -1.78
H -2.81 -1.91 3.18
H 3.92 -3.06 -1.72
H -0.48 0.18 -3.85
O -1.32 4.95 1.26
H -1.87 2.10 -3.42
H 1.33 1.12 -5.03
H 1.83 3.55 0.09
H -0.20 1.06 3.44
H 5.57 1.94 -0.10
C -2.16 -0.72 -3.44
H -2.00 1.69 -1.34
H 2.40 3.08 2.46
H -4.46 0.72 -0.81
H -2.73 -3.28 -1.04
H -3.01 4.01 1.89
H 1.24 4.41 2.77
O 3.46 -2.34 3.51
H -3.18 -0.39 -3.27
H 2.45 -1.13 2.22
C 4.98 1.17 0.40
H -3.51 0.35 0.53
O -1.28 -4.52 -1.94
H -3.13 3.13 -1.43
O -0.94 -0.32 0.56
H 4.86 1.37 1.46
H 2.88 0.75 -4.56
H 1.08 -0.17 0.19
O 3.67 1.10 -0.17
H -4.52 -2.32 1.57
H 2.10 -2.90 2.04
O -1.42 0.41 -3.85
H 1.73 1.21 -3.22
C -2.12 2.74 -1.62
O -0.22 -1.04 3.03
H 1.90 -2.28 -1.53
H -3.40 -0.69 -0.90
C -1.68 -3.57 -0.92
H -0.61 -0.69 1.39
H 1.30 0.25 3.69
H 2.68 4.70 1.79
H 3.02 -2.98 4.08
C -4.08 -0.15 -0.26
C 1.91 3.96 2.04
O -1.83 2.98 -3.00
H -1.43 3.35 -1.03
C 0.15 0.35 -0.07

Molecular weight ... 416.546 g mol⁻¹
F_max ... 0.0501 Eh/bohr
ΔE to the lowest compared entry with this formula, charge and spin ... 239.0 kJ/mol
Lowest unoccupied orbital energy ... 0.07 eV
Total charge ... 0


(4)
Below is C24H41N3O3S in the gas phase, with properties calculated with the ωB97M-V functional and the def2-TZVPD basis.

Geometry (Å):
H 0.79 -6.96 2.74
C 0.26 3.22 -3.81
H 3.04 -4.67 1.54
C 2.80 2.83 -1.03
C 0.74 3.66 -0.06
C 0.84 -6.13 2.02
C -1.70 0.95 -0.56
C 0.14 3.60 -1.31
N 1.31 -4.90 2.65
H -1.17 1.76 -0.05
H 1.42 -4.94 4.76
H 0.59 -3.67 1.27
C -0.71 0.14 -1.38
H -0.27 0.77 -2.16
C 4.22 2.38 -0.89
H 4.64 -5.59 3.20
H -0.82 3.52 1.42
H 4.87 2.96 -1.55
O -1.72 5.04 -2.52
O -2.29 4.16 -0.31
H 1.54 -6.41 1.24
H 4.57 2.50 0.13
H -0.37 -2.88 3.39
H -2.84 -0.78 -0.01
H 2.99 -3.78 3.07
N -2.18 2.59 -2.31
C 0.39 -0.42 -0.49
H -2.80 2.87 -3.06
H 2.54 3.30 1.03
H 2.75 2.53 -3.15
H 0.21 -5.45 -0.57
H 0.71 4.20 2.01
H -1.23 -0.69 -1.86
H -1.71 -1.19 2.15
H -0.03 -3.00 5.12
C -0.55 -5.95 1.39
H -0.38 5.15 0.99
H 1.10 -1.00 -1.09
C -0.17 -1.30 0.63
C -2.33 0.04 0.49
C 0.38 -3.17 4.12
H -3.06 0.59 1.09
C 2.76 -4.74 2.60
H -0.17 -5.24 4.07
H 0.94 0.41 -0.04
C 3.59 -5.84 3.27
C 0.86 3.21 -2.44
H -0.93 -6.93 1.09
C 0.74 -4.64 3.96
C 0.03 4.16 1.16
H 3.33 -5.94 4.32
N -0.10 -3.70 0.53
C -0.73 -2.60 0.07
H -0.38 2.35 -3.95
H -1.24 -5.53 2.11
H -0.35 4.11 -3.95
H 1.25 -2.54 4.00
C -1.25 -0.53 1.41
C 2.19 2.83 -2.28
H -3.26 0.84 -2.05
H 1.05 3.20 -4.56
H 4.31 1.34 -1.18
H -1.48 -4.97 -0.32
C 2.07 3.26 0.06
H -0.76 0.29 1.95
S -1.60 3.98 -1.56
C -0.50 -5.04 0.16
O -1.65 -2.67 -0.73
H 0.64 -1.55 1.32
H 3.43 -6.80 2.78
H -3.53 2.07 -0.78
C -2.77 1.60 -1.43

Molecular weight ... 451.677 g mol⁻¹
SMILES string ... CCN(CC)CCCNC(=O)[C@H]1CC[C@@H](CNS(=O)(=O)c2c(C)cc(C)cc2C)CC1
F_max ... 0.0186 Eh/bohr
ΔE to the lowest compared entry with this formula, charge and spin ... 0.0 kJ/mol
Lowest unoccupied orbital energy ... 0.56 eV
Total charge ... 0


(5)
Below is a molecular structure, C31H37F6FeN3O2Sb at a distorted geometry, with properties calculated with the ωB97M-V functional and the def2-TZVPD basis.

Geometry (Å):
C 1.08 4.01 2.16
H 2.34 2.85 3.47
C -0.69 5.24 0.91
H -0.47 -0.78 1.63
C 0.04 -3.73 2.57
C 3.66 -1.41 -1.75
Fe 0.14 0.08 -0.30
H -3.51 1.43 0.14
H 2.54 5.28 1.08
C -1.45 3.01 -0.62
H -0.48 -1.18 3.32
F 1.99 -2.40 4.52
N 1.83 -0.10 -1.08
H -2.03 0.90 -3.32
N 0.11 -1.95 -0.59
H -4.04 1.94 -1.48
H -0.43 -4.40 -4.22
H -0.51 -1.63 -2.80
C -1.43 -3.27 -1.81
H 1.33 1.83 2.53
H -2.24 -3.15 -4.68
C 1.93 2.28 -0.95
H -2.32 6.28 0.06
C -1.94 1.78 -1.33
H -0.66 1.98 -3.01
H -1.69 -1.43 -4.80
C -3.00 -4.71 -0.66
C -2.50 -4.21 -1.87
H 0.50 4.14 3.08
H -2.01 -3.14 2.72
O 1.54 -3.65 -1.17
H -2.20 2.69 -3.36
H 0.46 -3.45 3.54
C -1.76 1.85 -2.84
H 1.53 6.09 2.23
C -2.55 -4.24 0.55
C -1.81 5.29 0.13
H 0.82 -3.86 1.80
C -1.53 -3.26 0.66
H -3.44 0.30 -1.26
H 2.90 5.10 2.84
C 2.46 1.04 -1.44
H -3.88 -5.36 -0.62
H -0.38 -4.76 2.77
F 3.91 -0.30 4.65
C -0.98 -2.84 -0.52
H 3.96 -2.42 -2.01
C 0.16 -3.53 -3.80
C 0.08 4.07 1.02
N 0.69 2.01 -0.21
F 1.88 -0.22 2.93
H -1.94 -0.86 2.50
O 2.44 3.37 -1.15
C 4.38 -0.26 -2.04
C -0.24 3.01 0.12
H -3.01 -4.41 -2.79
C -0.88 -2.61 -3.04
C -3.32 1.34 -0.91
H 0.93 -3.94 -3.19
H -2.93 -4.53 1.49
H -1.29 0.89 -1.05
F 1.90 1.44 5.18
H -3.24 4.14 -1.13
C -1.12 -2.83 2.08
Sb 2.04 -0.46 4.83
C 3.75 0.97 -1.99
H -2.95 -1.90 -3.64
H 2.70 2.67 1.67
C 1.89 2.74 2.42
H -0.40 6.11 1.47
C 1.34 -2.49 -1.00
C -2.23 4.20 -0.62
C 2.34 -1.32 -1.22
C -0.98 -1.37 2.36
C 2.09 5.18 2.09
H 0.58 -2.90 -4.52
C -2.01 -2.22 -4.10
H 5.43 -0.36 -2.18
F 0.15 -0.74 5.01
H 4.39 1.84 -2.11
F 2.24 -0.78 6.65

Molecular weight ... 775.249 g mol⁻¹
F_max ... 0.0736 Eh/bohr
Spin multiplicity ... 6
Lowest unoccupied orbital energy (spin up / spin down) ... -1.96 / -4.36 eV
<S²> ... 8.7887
Total charge ... 0


(6)
Below is a molecular structure, C27H28BF5N10OSeW, with properties calculated with the ωB97M-V functional and the def2-TZVPD basis.

Geometry (Å):
C -0.99 0.38 4.80
N 1.59 0.01 -0.52
H 0.13 -1.93 -1.88
H 0.13 1.78 -6.64
H -0.35 5.29 0.70
Se 0.12 -2.40 1.56
H 3.10 -0.53 1.71
N -1.27 -0.18 -0.54
C 2.93 -0.31 -0.42
H 4.58 -0.09 -1.85
O 0.14 0.26 2.72
H -4.19 -0.64 -1.95
C 0.71 -2.85 -1.86
C 0.29 0.62 6.81
C -0.86 -5.76 -0.41
C 3.54 0.03 -1.60
N -0.77 -4.92 0.67
C 1.47 0.64 6.08
C -0.15 3.77 -0.89
N 1.40 0.60 -1.74
F -2.06 0.48 6.88
H -0.97 5.16 -5.48
B 0.08 1.40 -2.01
C -0.05 4.64 -5.72
H 0.78 -3.25 -2.87
H -0.23 -5.39 -2.50
C 1.42 0.52 4.71
F -2.15 0.26 4.16
C -3.18 -0.40 -1.68
N -0.02 2.03 0.48
N -0.01 3.24 -3.70
C 0.19 0.40 4.06
C 3.51 -0.94 0.79
C -0.22 3.20 2.73
H -0.35 4.23 3.05
C 2.55 0.62 -2.40
C -0.24 4.26 0.41
H -0.16 4.26 -1.85
C 0.13 1.17 -4.54
H -1.96 -4.60 2.39
H -2.82 -0.85 1.65
C -1.19 -5.28 2.04
H -4.21 -1.31 0.67
N -0.02 2.45 -0.85
C -0.17 3.18 1.24
H -2.81 -2.38 0.76
F 2.52 0.54 3.96
H 0.70 2.82 3.17
H -0.33 -5.26 2.71
H -1.27 -6.75 -0.33
H 2.62 1.06 -3.38
H 3.32 -2.02 0.80
C -2.56 -0.66 -0.48
N 0.06 1.91 -3.39
C -3.12 -1.33 0.72
H 4.58 -0.79 0.80
F 0.33 0.73 8.11
H 1.72 -2.66 -1.49
H 0.79 5.27 -5.43
H -2.34 0.73 -3.44
C 0.01 3.32 -5.02
C -0.35 -5.09 -1.47
C -2.25 0.30 -2.45
W 0.15 0.02 0.90
H -0.01 4.50 -6.80
H 0.19 0.09 -4.51
H -1.07 2.62 3.10
C 0.10 2.03 -5.59
N 0.05 -3.85 -1.02
C -0.22 -3.76 0.28
F 2.63 0.76 6.69
N -1.11 0.41 -1.77
C -0.95 0.50 6.18
H -1.59 -6.29 2.01

Molecular weight ... 877.192 g mol⁻¹
F_max ... 0.0063 Eh/bohr
ΔE to the lowest compared entry with this formula, charge and spin ... 36.2 kJ/mol
Spin multiplicity ... 2
Lowest unoccupied orbital energy (spin up / spin down) ... -11.37 / -10.87 eV
<S²> ... 0.7651
Total charge ... +3


(7)
Below is C8H22O2Si2 in the gas phase at a distorted geometry, with properties calculated with the ωB97M-V functional and the def2-TZVPD basis.

Geometry (Å):
H -1.85 -1.10 -1.53
H -0.03 -2.94 -3.76
Si -0.66 1.53 1.39
H 0.44 3.59 0.39
C -0.93 -0.60 -1.89
C -0.60 -1.18 1.45
C -2.25 2.49 1.71
H -0.34 2.54 -0.82
H 1.23 2.18 -0.08
H 1.34 -0.67 0.82
H -2.75 2.67 0.77
H -0.39 1.22 3.80
H 3.02 -0.93 -2.66
C 0.25 2.56 0.12
C 0.22 1.60 2.96
H 0.35 2.66 3.16
C 2.21 -0.55 -2.05
C 0.75 -1.58 0.99
H -2.19 3.32 2.33
Si 0.69 -1.61 -1.76
H -1.13 -0.48 -2.95
H -0.82 0.42 -1.53
H -0.73 -1.12 2.54
O 0.92 -2.20 -0.20
C 0.48 -3.19 -2.81
H -2.98 1.87 2.23
H 2.60 -0.20 -1.13
H 1.34 -2.04 1.77
H 1.71 0.22 -2.61
H 1.38 -3.77 -3.16
O -0.98 -0.02 0.79
H -1.30 -1.94 1.12
H -0.25 -3.89 -2.41
H 1.21 1.12 3.00

Molecular weight ... 206.434 g mol⁻¹
SMILES string ... C[Si](C)(C)OCCO[Si](C)(C)C
F_max ... 0.0622 Eh/bohr
ΔE to the lowest compared entry with this formula, charge and spin ... 28.4 kJ/mol
Lowest unoccupied orbital energy ... 0.81 eV
Total charge ... 0


(8)
Below is C6H8S2 in the gas phase at a distorted geometry, with properties calculated with the ωB97M-V functional and the def2-TZVPD basis.

Geometry (Å):
C -0.84 0.12 -0.87
H -3.64 0.24 1.23
C 1.23 -0.75 0.37
H -0.79 0.31 -2.03
H 2.74 0.01 1.49
H -2.97 -1.57 0.47
C 2.65 -0.36 0.42
S -0.01 -1.50 -0.65
H 3.61 -0.70 -0.04
H 2.15 0.37 -1.50
H -2.06 1.76 0.11
C -2.96 -0.32 0.48
C 1.78 0.52 -0.38
S 0.36 1.68 -0.30
C -2.11 0.55 -0.19
H 0.87 -0.35 1.39

Molecular weight ... 144.264 g mol⁻¹
SMILES string ... C=CC1S[C@H]2C[C@@H]2S1
F_max ... 0.0779 Eh/bohr
ΔE to the lowest compared entry with this formula, charge and spin ... 538.4 kJ/mol
Lowest unoccupied orbital energy ... 0.51 eV
Total charge ... 0


(9)
Below is a molecular structure, C24H22AsBKN4S, with properties calculated with the ωB97M-V functional and the def2-TZVPD basis.

Geometry (Å):
N 2.35 -3.64 0.81
H 3.66 0.83 -1.76
C -0.20 1.86 3.64
C -1.51 1.70 -2.57
H -5.02 -1.91 -2.10
C 3.96 0.01 -1.13
H 3.20 -3.91 -1.27
C -1.18 2.54 -3.62
C -5.15 0.42 0.35
C 1.04 2.78 -2.74
H 5.66 0.74 0.12
H -6.65 -0.70 -0.71
B 3.53 -3.48 -0.19
C -3.78 0.65 0.48
C -1.10 2.84 1.21
C 4.93 -1.34 0.28
H -1.92 2.77 -4.38
H -3.43 1.36 1.22
C -0.35 1.00 2.56
H -2.50 1.26 -2.52
H 2.04 3.20 -2.80
N 3.95 -1.99 -0.36
C 1.02 -4.29 2.46
C -4.68 -1.19 -1.37
H 0.65 -4.73 3.36
C -2.87 -0.04 -0.31
C 2.31 -4.33 1.96
C -0.81 1.48 1.33
C -5.59 -0.50 -0.59
H -0.09 -0.04 2.67
K 0.80 -1.91 -1.72
C -0.57 1.39 -1.60
H 0.17 1.47 4.58
H -1.45 3.22 0.25
N 3.34 -1.16 -1.23
H 4.47 -4.07 0.29
H 5.53 -1.87 1.00
C 0.33 -3.52 1.52
H 3.21 -4.80 2.32
C 0.71 1.93 -1.69
N 1.13 -3.14 0.53
H -0.37 3.88 4.34
C -3.29 -0.99 -1.26
C -0.49 3.21 3.50
H -5.85 0.97 0.97
H -0.71 -3.24 1.50
C 0.09 3.09 -3.71
C 4.99 -0.04 -0.18
H 1.46 1.70 -0.94
H -1.18 4.75 2.17
C -0.95 3.70 2.28
S -2.21 -1.86 -2.32
As -0.95 0.17 -0.11
H 0.35 3.75 -4.53

Molecular weight ... 523.367 g mol⁻¹
F_max ... 0.0101 Eh/bohr
Lowest unoccupied orbital energy ... 2.47 eV
Total charge ... -1


| no. | E_tot (Ha) |
| --- | --- |
| 1 | -10222.249516 |
| 2 | -941.776160 |
| 3 | -1504.353519 |
| 4 | -1727.311833 |
| 5 | -3621.385807 |
| 6 | -4660.330466 |
| 7 | -1047.562425 |
| 8 | -1029.586006 |
| 9 | -4405.683947 |